No. 1
{"formula": "C8H4CeN2O5", "method": "ωB97M-V with the def2-TZVPD basis set", "s_squared": 0.751, "fmax_ev_per_a": 11.90, "orbital_gap_ev": [5.93, 6.06], "charge": 3, "mol_weight_g_mol": 348.2, "multiplicity": 2, "homo_ev": [-20.6, -20.7], "symbols": ["Ce", "H", "C", "O", "O", "N", "C", "C", "C", "H", "N", "O", "C", "C", "H", "C", "C", "H", "O", "O"], "coordinates": [[0.01459, -0.52789, -1.26821], [0.09214, 1.25134, 4.17672], [0.04505, 0.64673, 3.26484], [-0.06099, -3.76014, -0.88416], [0.00511, -0.04894, -5.07950], [-0.06342, -1.11693, 1.92792], [-0.00011, -2.93138, -1.68835], [0.00957, 3.56310, -1.71854], [-2.10884, -0.07077, -1.77974], [-0.09955, -1.50511, 3.96328], [0.00225, -0.04016, 1.07954], [-3.26398, -0.13951, -1.61922], [-0.04320, -0.74386, 3.20983], [0.06265, 1.05825, 1.92825], [-0.11453, -2.09816, 1.66420], [-0.02550, -0.08304, -3.92835], [2.13205, -0.06583, -1.84458], [0.11573, 2.07629, 1.55658], [3.27504, -0.11371, -1.60368], [0.02592, 4.64971, -1.35685]], "forces_ev_per_a": [[0.6, 0.3, 3.9], [-0.1, -0.2, -0.6], [0.0, 0.2, -0.5], [0.3, 3.2, -3.7], [-0.2, -0.1, 5.0], [0.0, -0.2, 0.6], [-0.3, -5.8, 3.4], [0.1, 3.0, 1.3], [-11.9, 0.9, -0.3], [0.0, 0.0, 0.4], [0.0, 0.4, -0.1], [6.4, 0.4, -1.0], [0.0, 0.3, -0.4], [0.0, -0.8, 0.6], [0.0, 0.4, -0.2], [0.1, 0.3, -5.7], [11.2, 1.0, 0.1], [0.0, -0.2, -0.1], [-6.3, 0.3, -1.5], [-0.1, -3.3, -1.2]], "mulliken_spin": [1.00, 0.00, 0.00, 0.00, 0.00, 0.00, 0.00, 0.00, 0.00, 0.00, 0.00, 0.00, 0.00, 0.00, 0.00, 0.00, -0.01, 0.00, 0.01, 0.00]}

No. 2
{"formula": "C8H4Cl4N2", "method": "ωB97M-V with the def2-TZVPD basis set", "e_above_lowest_kj_mol": 41.84, "fmax_ev_per_a": 4.39, "orbital_gap_ev": 8.95, "smiles": "N#C[C@](Cl)(c1ccccc1Cl)N(Cl)Cl", "mol_weight_g_mol": 269.9, "multiplicity": 1, "homo_ev": -9.6, "symbols": ["Cl", "C", "C", "N", "H", "H", "C", "C", "H", "C", "Cl", "H", "C", "Cl", "C", "C", "N", "Cl"], "coordinates": [[1.82335, 0.32354, 2.21150], [-0.39609, -1.36343, -0.09135], [1.71538, 0.43337, -0.40652], [2.46486, -0.30014, 0.63650], [-0.76896, 2.02973, -0.25645], [-3.01443, 1.33280, 0.13600], [-2.21507, 0.64031, 0.04954], [-0.85456, 0.95496, -0.24704], [-1.76909, -2.75900, 0.15716], [-1.69670, -1.65120, 0.08764], [2.15453, -0.25221, -1.95716], [-3.60835, -1.02995, 0.34233], [-2.66239, -0.65469, 0.16142], [0.81395, -2.56794, -0.12196], [1.88152, 1.85480, -0.51219], [0.10444, -0.05189, -0.18766], [1.88937, 2.99412, -0.46415], [4.13822, 0.06680, 0.46239]], "forces_ev_per_a": [[0.7, -0.3, -0.8], [3.0, 1.8, -0.1], [-3.2, -3.0, 0.2], [-0.4, 1.2, 0.7], [1.2, 0.1, -0.4], [0.0, 1.3, -0.1], [0.1, -1.0, -0.7], [-2.0, -0.3, 1.7], [-1.1, 0.9, 0.1], [-0.1, -2.0, -0.1], [0.5, -0.2, -0.9], [-2.1, 0.2, 0.3], [2.7, -0.9, -0.1], [0.0, -1.4, 0.0], [-0.4, 0.0, 0.9], [0.6, 2.7, -0.9], [0.2, 0.9, -0.2], [0.3, 0.1, 0.4]], "nbo_charge": [0.12, -0.06, -0.04, -0.39, 0.25, 0.22, -0.19, -0.22, 0.24, -0.23, 0.07, 0.22, -0.19, 0.04, 0.22, 0.00, -0.23, 0.17]}

No. 3
{"formula": "C8H4F6FeN6O4S3", "method": "ωB97M-V with the def2-TZVPD basis set", "e_above_lowest_kj_mol": 18.84, "s_squared": 6.010, "fmax_ev_per_a": 0.75, "orbital_gap_ev": [7.84, 7.89], "mol_weight_g_mol": 514.2, "multiplicity": 5, "homo_ev": [-9.3, -9.4], "symbols": ["F", "F", "N", "S", "H", "N", "C", "C", "C", "O", "S", "C", "H", "S", "C", "O", "C", "N", "N", "F", "O", "C", "N", "F", "H", "F", "N", "H", "O", "F", "C", "Fe"], "coordinates": [[-4.10433, -1.57302, 3.08738], [-2.19960, 2.74961, 1.43984], [-0.94441, 0.40018, 2.44200], [-1.87315, -0.81723, 2.04569], [3.59584, 2.58127, -1.22208], [0.56199, 2.10022, -2.63085], [-1.25218, 2.41061, 0.58342], [2.75475, 2.05097, -1.63930], [2.34759, -5.13871, -0.34851], [0.95879, 1.89035, 1.88987], [-0.81509, -0.17384, -3.13056], [2.72196, 0.69048, -1.68661], [3.51181, 0.04796, -1.32470], [-0.11536, 1.13626, 1.34091], [1.63375, 2.71119, -2.14843], [-1.34482, -2.10072, 2.35979], [0.61559, -3.51720, -0.45913], [1.31044, -4.41827, 0.01367], [1.64166, 0.09166, -2.20852], [-1.81350, 1.94335, -0.53187], [0.21143, 0.25197, 0.21303], [0.53873, 0.76657, -2.62979], [3.26277, -5.79483, -0.60451], [-2.88150, -0.35182, 4.39501], [1.59796, 3.79522, -2.15406], [-3.96657, 0.56571, 2.76073], [-0.08822, -2.65244, -0.85912], [1.56334, -0.92175, -2.19327], [-2.44731, -0.64147, 0.69312], [-0.52963, 3.48224, 0.26857], [-3.30830, -0.51525, 3.15501], [-1.14440, -1.04926, -0.91673]], "forces_ev_per_a": [[-0.1, 0.0, 0.0], [-0.1, 0.1, 0.0], [-0.2, -0.1, -0.1], [0.2, 0.2, 0.0], [0.0, 0.0, 0.0], [0.1, 0.0, 0.0], [0.1, 0.0, -0.1], [0.0, 0.1, 0.0], [-0.2, 0.3, -0.2], [-0.1, -0.1, 0.0], [-0.1, 0.3, 0.2], [0.0, 0.0, 0.0], [0.0, 0.0, 0.0], [0.2, -0.1, 0.0], [-0.2, 0.0, -0.1], [-0.1, 0.1, 0.0], [0.0, 0.2, -0.5], [0.1, -0.4, 0.6], [0.1, -0.2, 0.1], [-0.1, 0.0, 0.0], [-0.1, 0.2, -0.1], [-0.1, 0.0, 0.0], [0.0, 0.0, 0.0], [0.0, 0.0, 0.1], [0.0, 0.0, 0.0], [0.0, 0.0, 0.0], [0.1, -0.2, 0.2], [0.0, 0.0, 0.0], [0.1, -0.3, -0.2], [-0.1, 0.0, 0.0], [0.0, 0.0, 0.0], [0.1, 0.1, 0.1]], "mulliken_spin": [0.00, 0.00, 0.00, -0.01, 0.00, 0.00, 0.00, 0.00, -0.01, 0.00, 0.06, 0.00, 0.00, 0.00, 0.00, 0.00, 0.04, 0.03, 0.00, 0.00, 0.00, -0.01, 0.01, 0.00, 0.00, 0.00, 0.04, 0.00, 0.04, 0.00, 0.00, 3.78]}

No. 4
{"formula": "C8H59FNO30S", "method": "ωB97M-V with the def2-TZVPD basis set", "fmax_ev_per_a": 8.73, "orbital_gap_ev": 6.49, "charge": 1, "mol_weight_g_mol": 700.6, "multiplicity": 1, "homo_ev": -12.5, "symbols": ["O", "O", "H", "O", "O", "H", "H", "H", "C", "H", "H", "O", "C", "H", "O", "N", "H", "H", "H", "H", "O", "H", "O", "O", "H", "H", "H", "O", "O", "F", "H", "O", "O", "O", "O", "H", "O", "O", "H", "H", "H", "C", "H", "H", "O", "H", "S", "H", "H", "H", "O", "H", "O", "O", "O", "O", "H", "O", "H", "H", "H", "H", "H", "H", "H", "H", "C", "H", "C", "H", "H", "O", "H", "H", "O", "H", "H", "H", "C", "C", "H", "H", "H", "O", "O", "H", "H", "O", "H", "H", "O", "H", "H", "H", "C", "H", "H", "H", "H", "H"], "coordinates": [[-1.44044, 6.68570, 1.67745], [0.57309, -2.09931, -1.55321], [4.89280, 1.08913, -3.00158], [-0.57857, -2.36565, 0.77289], [-7.56581, 0.87082, 0.09560], [1.16685, 0.45614, -2.35179], [1.50233, 4.07886, 2.04910], [-4.95603, -3.77465, 2.24581], [-1.00113, 0.97923, -0.59059], [1.91597, -1.20173, 0.53544], [3.00969, 1.58399, -3.99122], [-5.48677, -4.02631, 3.01659], [2.92222, -0.00333, -0.82572], [-5.35830, 0.91127, -1.51453], [5.47265, 1.13096, -3.77684], [-3.46929, 2.25762, -1.02244], [-7.68899, -4.49898, 5.52471], [1.21514, 1.58241, 3.12500], [2.82032, 0.99923, -5.38902], [4.03348, -1.33740, -4.72321], [0.75074, 0.74185, 3.25502], [8.35103, 0.49028, 1.56502], [-4.82996, -0.57383, 1.42332], [0.46964, 3.52263, 3.76594], [-4.22667, -2.16139, -0.63557], [-1.54558, 3.40912, -0.49831], [-2.78238, -5.74722, 2.24777], [-6.98677, -3.94356, 5.89537], [4.76920, -1.29432, -5.35248], [-1.68932, -3.42424, -1.36169], [0.66538, 2.38713, 0.07097], [10.13419, 2.25890, -1.09786], [2.85190, -0.89545, 0.34411], [-3.53870, -3.38014, 1.15705], [-9.18030, 1.52072, -2.53379], [-7.86979, -8.72211, -0.87404], [4.11921, 0.07913, -1.45510], [-4.12570, -1.69859, -1.52681], [6.10673, 0.68537, 0.92472], [-2.85186, -3.11734, 1.78806], [6.31505, -2.98331, 3.00049], [0.56688, 1.22395, -0.17903], [5.16553, -0.42512, -5.18998], [-8.56911, 2.01438, -3.10112], [-2.28030, -6.43718, 1.78858], [-6.18899, -4.58174, 2.64593], [-0.75680, -2.07148, -0.76123], [1.75434, -0.84395, -6.59033], [-3.04123, -3.70210, 0.39025], [7.41762, 4.41497, 4.36286], [7.91970, 3.72501, 3.90366], [6.30233, 5.11155, -0.07530], [7.12364, -2.45548, 2.91942], [2.32284, 1.32120, -4.62223], [-7.04564, -8.47354, -0.42908], [-6.79119, -0.43973, -2.10186], [-4.06405, 3.13898, -1.04809], [4.25956, 3.18655, -1.72024], [-9.68238, 2.21067, -2.07460], [1.51514, 5.32159, 1.16190], [6.82953, -1.64255, 2.48151], [-1.66911, -5.94351, 1.22125], [-0.44433, 3.36503, 3.48519], [4.85550, 2.47910, -1.43129], [-6.63978, -1.38769, -1.96933], [-8.14566, 0.82899, 0.87085], [-4.18766, 0.95306, -1.28778], [-0.84685, 7.35193, 1.29957], [-1.71796, -0.46710, -0.87688], [-4.68742, -1.52967, 1.49528], [0.44289, 4.40515, 4.16537], [-6.69460, -6.78306, 1.91307], [4.86867, -0.19324, 1.08871], [1.20233, 0.33968, 4.01220], [5.85074, 5.51372, -0.83248], [4.85315, 3.85278, -2.09813], [2.14253, 1.95224, -1.73256], [-7.74393, -0.33297, -1.96086], [-1.99336, 2.32057, -0.69380], [1.65149, 0.92973, -1.37867], [8.53089, 4.21868, 3.33633], [6.30277, 0.73634, -3.46976], [-6.45603, -3.69189, 5.12459], [2.33419, -0.80212, -7.36558], [8.20850, 1.44611, 1.49307], [-4.82978, -0.26735, 2.34260], [-6.51932, -7.19894, 2.77065], [5.69281, 0.05533, 1.53368], [-6.73569, 0.47620, 0.40267], [-6.53323, -7.49160, 1.27204], [1.05074, 4.48103, 1.29192], [0.82259, 0.67585, 0.84493], [3.16431, -1.19674, -7.05851], [6.31514, 6.35428, -0.96250], [-3.33837, -0.48620, -1.23878], [9.55434, 2.21706, -0.32261], [-6.63172, -7.84350, -1.03803], [-0.84450, 5.97826, 1.96641], [8.20868, 1.75260, 2.41234], [10.96431, 1.86427, -0.79079]], "forces_ev_per_a": [[0.4, -0.1, -0.1], [-5.9, 0.6, 2.6], [0.1, -0.2, -0.1], [-1.4, 1.3, -6.1], [0.1, 0.1, 0.6], [1.2, 0.7, 2.2], [-0.3, 0.0, 0.0], [-0.2, -0.4, 0.2], [-3.4, 0.3, -0.6], [1.3, 0.7, -0.4], [-0.1, 0.1, -0.3], [-0.2, 0.2, -0.2], [4.9, -0.3, -2.3], [2.4, 0.0, 0.4], [0.2, 0.0, 0.1], [2.0, -4.5, 0.1], [0.2, 0.2, 0.2], [-0.2, -0.1, 0.3], [-0.1, 0.1, 0.0], [0.4, 0.0, -0.1], [0.3, 0.0, -0.2], [0.0, 0.2, 0.0], [0.1, 0.0, 0.2], [-0.3, 0.3, 0.2], [0.2, 0.7, -1.2], [-1.1, -2.7, -0.5], [0.0, -0.3, 0.0], [-0.1, -0.1, -0.4], [-0.4, 0.0, 0.0], [1.3, 3.3, 1.1], [-0.4, -2.5, -0.5], [0.1, -0.1, 0.4], [-1.0, 2.2, -3.2], [0.4, 0.4, -0.4], [0.1, 0.4, -0.1], [0.2, 0.0, 0.3], [-7.5, -0.5, 4.4], [2.5, 3.1, 2.3], [0.1, -0.1, 0.3], [0.0, 0.0, -0.1], [0.4, 0.2, 0.0], [-0.4, 1.0, 0.2], [-0.1, -0.1, 0.1], [-0.2, -0.2, 0.1], [0.0, 0.6, -0.2], [0.2, -0.2, 0.0], [5.3, -2.8, 2.9], [0.1, 0.0, -0.3], [-0.1, -0.3, 0.2], [0.2, -0.3, -0.1], [0.0, 0.4, -0.2], [-0.2, 0.1, -0.3], [-0.4, 0.0, -0.1], [0.2, -0.2, 0.2], [0.0, 0.2, -0.5], [0.1, -0.6, -0.1], [1.2, -1.4, 0.1], [0.1, -0.4, 0.0], [0.1, -0.3, -0.1], [0.0, -0.3, -0.2], [-0.1, -0.1, 0.0], [-0.1, -0.3, 0.2], [0.3, -0.1, 0.1], [-0.2, 0.2, -0.1], [0.1, 0.3, -0.2], [0.1, 0.1, -0.2], [3.6, -0.5, 0.8], [-0.3, -0.1, 0.1], [-3.8, 3.8, -0.9], [-0.1, 0.1, 0.1], [0.1, -0.3, 0.0], [0.2, -0.1, 0.4], [0.3, -0.2, 0.1], [-0.2, 0.1, -0.2], [0.3, 0.2, 0.3], [-0.1, 0.0, 0.2], [-0.9, -2.3, 0.9], [0.1, 0.5, 0.1], [-0.5, -2.7, -0.3], [0.5, -0.2, 0.2], [-0.1, -0.2, 0.2], [-0.2, 0.1, -0.1], [0.0, -0.1, 0.1], [-0.1, 0.0, 0.5], [0.2, -0.2, 0.1], [-0.1, -0.1, -0.2], [0.0, 0.2, -0.3], [-0.3, 0.1, -0.3], [-0.2, -0.1, 0.0], [-0.3, 0.1, -0.1], [0.2, 0.4, -0.1], [-0.8, 0.9, -2.2], [0.0, 0.1, 0.0], [-0.1, -0.3, -0.1], [0.6, 2.2, 0.5], [0.1, -0.1, -0.1], [-0.1, -0.3, 0.1], [-0.1, 0.1, -0.2], [-0.1, 0.1, -0.1], [-0.3, 0.2, -0.2]], "lowdin_charge": [-0.07, -0.29, -0.02, -0.33, -0.07, 0.13, 0.02, -0.02, -0.01, 0.10, 0.01, -0.06, -0.21, 0.13, -0.06, 0.05, 0.04, 0.01, 0.03, 0.04, -0.07, 0.06, -0.04, -0.06, 0.10, 0.16, 0.02, -0.07, -0.06, -0.22, 0.11, -0.07, 0.02, -0.05, -0.06, 0.06, -0.03, -0.03, 0.02, 0.08, 0.04, -0.14, 0.01, 0.05, -0.05, 0.03, 0.92, 0.03, 0.04, 0.04, -0.06, 0.04, -0.07, -0.06, -0.05, -0.08, 0.18, -0.06, 0.05, 0.06, -0.01, 0.03, 0.06, 0.02, 0.05, 0.06, 0.14, 0.04, -0.06, 0.01, 0.07, -0.07, 0.01, 0.06, -0.06, 0.04, 0.13, 0.03, 0.10, -0.06, 0.04, 0.07, 0.00, -0.06, -0.05, 0.07, 0.05, -0.06, 0.00, 0.00, -0.08, 0.12, 0.01, 0.05, -0.06, 0.00, 0.05, 0.00, 0.04, 0.04]}

Number 1: electronic energy -1266.7903 Eh. Number 2: electronic energy -2257.3964 Eh. Number 3: electronic energy -3994.2223 Eh. Number 4: electronic energy -3149.5836 Eh.